{
  "formula": "C6H8",
  "method": "the ωB97M-V functional and the def2-TZVPD basis",
  "homo_energy_ev": -8.7163,
  "mol_weight_g_mol": 80.130,
  "orbital_gap_ha": 0.3359,
  "multiplicity": 1,
  "smiles": "CC1C=CC=C1",
  "total_energy_ev": -6346.91659,
  "e_above_lowest_kcal_mol": 89.2,
  "symbols": ["C", "C", "C", "C", "C", "C", "H", "H", "H", "H", "H", "H", "H", "H"],
  "coordinates": [[-1.12693, -1.01352, 1.50375], [0.08933, -0.54115, 0.44318], [0.11251, -0.90666, -0.89880], [0.45056, 0.30407, -1.48200], [0.60107, 1.43917, -0.56756], [-0.00589, 0.96043, 0.60711], [-1.89204, -0.16591, 1.23724], [-1.30303, -1.99210, 1.24399], [-0.78360, -0.88604, 2.56414], [0.98992, -0.84301, 0.84821], [-0.28659, -1.82710, -1.60239], [0.80769, 0.44764, -2.58964], [1.05900, 2.54695, -0.89697], [0.68475, 1.26561, 1.56127]],
  "forces_ev_per_a": [[1.6, 4.0, -1.3], [-5.4, -0.2, 5.6], [-1.2, 0.5, -5.7], [1.8, 0.1, -3.9], [-1.2, 1.0, -0.3], [6.9, 1.4, 0.7], [0.7, -2.4, 0.8], [-1.3, -2.2, -0.2], [-0.3, -0.1, -1.1], [2.1, -0.5, 1.3], [1.4, 2.3, 2.5], [-1.1, -0.5, 2.0], [-1.5, -3.3, 1.1], [-2.6, 0.0, -1.6]]
}